Entry 1:
DFT (ωB97M-V/def2-TZVPD) results for a structure of composition C10H17Cl2HfN in a non-equilibrium geometry.

HOMO energy (alpha / beta) = -0.2433 / -0.2432 hartree
Molecular weight = 400.6 g mol⁻¹

ORCA input file:
```
! wB97M-V def2-TZVPD RIJCOSX def2/J DEFGRID3
* xyz 0 1
Hf 2.559 -0.324 -0.833
Cl 1.361 -2.136 -1.636
Cl 3.393 1.299 -2.263
N 1.568 0.301 0.924
C -0.741 -0.606 3.362
C 0.970 0.434 1.919
C 0.044 1.015 -1.757
C -1.781 -0.060 -3.176
C -0.780 1.086 -0.756
C -2.245 -0.631 -1.838
C -2.120 0.431 -0.730
C -0.329 0.454 -3.112
C 0.295 0.527 3.175
C 4.261 -1.141 -0.142
H 0.960 1.633 -1.776
H -1.425 -0.658 2.504
H -0.539 1.680 0.133
H -1.621 -1.497 -1.580
H -0.196 1.223 -3.889
H -0.194 1.514 3.225
H 4.363 -2.201 0.151
H -3.284 -0.976 -1.911
H 1.057 0.483 3.971
H -0.230 -1.572 3.462
H 5.214 -0.598 -0.015
H -2.435 0.780 -3.445
H 0.347 -0.367 -3.393
H -2.326 -0.022 0.253
H -1.888 -0.806 -3.972
H -2.910 1.187 -0.881
H -1.346 -0.453 4.262
*
```

Entry 2:
DFT (ωB97M-V/def2-TZVPD) results for the molecule C4H9N in a non-equilibrium geometry.

HOMO energy (alpha / beta) = -0.2819 / -0.3416 hartree
Molecular weight = 71.1 g mol⁻¹

ORCA input file:
```
! wB97M-V def2-TZVPD RIJCOSX def2/J DEFGRID3
* xyz 0 1
N 1.572 1.362 0.150
C 1.231 0.022 0.058
C -1.043 -1.322 -0.021
C -0.834 1.176 -0.342
C -0.446 0.019 0.394
H -0.471 0.170 1.472
H -1.216 1.080 -1.353
H -1.045 -1.430 -1.108
H -0.764 2.168 0.070
H -2.073 -1.420 0.327
H -0.467 -2.149 0.398
H 1.137 -0.437 -0.933
H 2.592 1.440 0.215
H 1.828 -0.680 0.674
*
```

Entry 3:
DFT (ωB97M-V/def2-TZVPD) results for a cluster of 2 separate species, C4H10N2 in total in a non-equilibrium geometry.

HOMO energy = -0.3311 hartree
Molecular weight = 86.1 g mol⁻¹

ORCA input file:
```
! wB97M-V def2-TZVPD RIJCOSX def2/J DEFGRID3
* xyz 0 1
N -1.945 0.441 -0.973
N -0.305 -0.133 0.649
C 2.910 0.302 0.548
C -2.996 0.165 -0.015
C 3.147 -0.906 0.058
C -0.742 0.373 -0.566
H -1.006 -0.694 1.115
H 3.648 0.786 1.175
H -3.385 -0.852 -0.149
H 0.063 0.736 -1.200
H 2.033 0.862 0.261
H -2.740 0.243 1.050
H -3.810 0.867 -0.191
H 0.558 -0.651 0.617
H 2.449 -1.363 -0.635
H 4.013 -1.473 0.375
*
```

Entry 4:
DFT (ωB97M-V/def2-TZVPD) results for a cluster of 2 separate species, C6H7N in total in a non-equilibrium geometry.

HOMO energy = -0.3510 hartree
Molecular weight = 93.1 g mol⁻¹

ORCA input file:
```
! wB97M-V def2-TZVPD RIJCOSX def2/J DEFGRID3
* xyz 0 1
N -1.471 1.962 -0.520
C 3.102 0.357 -0.160
C -0.821 0.314 1.366
C 1.868 0.238 0.045
C -1.092 0.918 0.012
C -0.577 -1.599 -0.560
C -0.315 -0.275 0.124
H 0.457 -2.181 -0.652
H -1.216 2.057 -1.472
H -1.529 -0.074 2.129
H -0.184 0.937 1.849
H -0.836 -1.481 -1.575
H 3.934 0.928 -0.488
H -1.319 -2.102 -0.101
*
```

Entry 5:
DFT (ωB97M-V/def2-TZVPD) results for a structure of composition C6H10N2 in a non-equilibrium geometry.

HOMO energy (alpha / beta) = -0.2535 / -0.2535 hartree
Molecular weight = 110.2 g mol⁻¹

ORCA input file:
```
! wB97M-V def2-TZVPD RIJCOSX def2/J DEFGRID3
* xyz 0 1
N 1.525 0.788 0.955
N -1.690 0.344 -0.284
C 1.206 -0.007 0.043
C -0.670 -1.855 0.639
C -0.553 -0.720 -0.070
C -0.697 0.151 -1.192
C -1.870 1.623 0.420
C 2.165 -0.761 -0.817
H 1.905 -0.681 -1.874
H 3.181 -0.400 -0.652
H -2.789 2.081 0.050
H 0.739 1.208 1.446
H -1.569 -2.015 1.217
H -1.988 1.457 1.491
H -1.052 2.330 0.247
H 2.127 -1.822 -0.554
H 0.135 -2.573 0.699
H -0.103 0.851 -1.766
*
```

Entry 6:
DFT (ωB97M-V/def2-TZVPD) results for a structure of composition C25H23N6O4Rh in a non-equilibrium geometry.

HOMO energy = -0.2768 hartree
Molecular weight = 574.4 g mol⁻¹

ORCA input file:
```
! wB97M-V def2-TZVPD RIJCOSX def2/J DEFGRID3
* xyz 0 1
Rh 0.637 3.843 -0.085
O -2.470 -8.484 0.072
O 1.515 2.093 3.642
O 4.582 4.772 0.875
O 0.252 3.012 2.051
N -2.152 -2.011 0.013
N 1.989 5.314 -1.586
N -0.019 -2.573 -0.267
N -1.153 2.827 -0.450
N 1.348 2.089 -0.966
N 2.378 4.221 0.881
C -0.134 -1.228 -0.338
C -2.410 3.206 -0.268
C -1.907 0.505 -0.189
C 2.211 -0.572 -0.829
C -2.091 -7.181 0.061
C -0.524 -5.367 0.028
C -1.479 -9.484 0.094
C 3.092 0.467 -1.167
C -1.468 -0.844 -0.155
C 3.498 4.716 0.321
C -1.563 -4.433 0.017
C -0.353 5.635 0.424
C 2.560 3.651 2.177
C -0.773 -6.724 0.055
C -2.879 -4.904 0.033
C 0.883 -0.271 -0.615
C 0.446 1.085 -0.681
C -0.876 1.469 -0.446
C -3.198 0.952 0.022
C -1.235 -3.033 -0.059
C -3.137 -6.253 0.056
C -3.456 2.324 -0.050
C 1.298 2.801 2.685
C 3.363 5.279 -1.107
C 2.615 1.755 -1.234
H -1.046 5.426 1.238
H -3.710 -4.216 0.018
H -0.858 -9.447 -0.807
H 3.980 4.637 -1.744
H -0.894 6.072 -0.417
H 1.934 5.130 -2.581
H 0.486 -4.990 0.024
H 0.061 -7.411 0.064
H -4.001 0.263 0.241
H 1.580 6.223 -1.400
H -3.141 -2.100 0.170
H -2.021 -10.428 0.131
H 3.277 2.563 -1.512
H 3.829 6.274 -1.091
H -0.844 -9.404 0.982
H 4.130 0.260 -1.378
H -4.455 2.693 0.116
H -2.603 4.271 -0.292
H 2.674 4.421 2.948
H 2.546 -1.592 -0.750
H 3.432 2.989 2.202
H 0.399 6.345 0.774
H -4.147 -6.633 0.056
*
```